No. 1
This record from the Open Molecules 2025 dataset describes a molecular structure, C42H42AsF6N3O7S2Ti. The level of theory is ωB97M-V/def2-TZVPD.

Results
Charge: +1
Lowest unoccupied orbital energy (spin up / spin down), eV: -3.51 / -6.81
Largest force on an atom, hartree/bohr: 0.015
Multiplicity: 2

Structure (XYZ):
```
104
C42H42AsF6N3O7S2Ti (ωB97M-V/def2-TZVPD)
Ti -1.22246 0.54565 -0.38097
C 2.01130 0.47124 5.23906
C 1.95730 -0.46962 4.04267
C 2.94798 -1.59812 4.19723
O 2.19029 0.20934 2.81860
C 0.94370 0.79478 2.50038
C -0.08982 -0.32796 2.88461
O 0.62515 -1.00069 3.90762
C -0.76411 -1.40320 1.94594
O -0.90673 -0.82079 0.65597
C -2.13929 -1.71733 2.53552
C -2.22345 -2.09944 3.87436
C -3.43966 -2.46399 4.42889
C -4.59534 -2.45152 3.65828
C -4.52067 -2.05855 2.33347
C -3.29893 -1.69756 1.77560
C 0.02392 -2.69565 1.72742
C 1.37060 -2.63606 1.38484
C 2.06974 -3.78205 1.04220
C 1.43438 -5.01687 1.04957
C 0.10113 -5.09113 1.41818
C -0.60082 -3.93844 1.75347
C 1.06825 1.68461 1.21191
O -0.13080 1.63424 0.45144
C 2.22707 1.27857 0.28225
C 3.30395 2.12077 0.02296
C 4.30456 1.73882 -0.86324
C 4.24482 0.51361 -1.50733
C 3.16656 -0.32590 -1.26828
C 2.17038 0.05975 -0.38632
C 1.21587 3.13663 1.66233
C 2.04799 3.45829 2.73206
C 2.21766 4.77910 3.11499
C 1.55493 5.79299 2.43441
C 0.72691 5.47480 1.36999
C 0.55877 4.15160 0.98238
H 3.00162 0.92094 5.30881
H 1.82470 -0.10156 6.14678
H 1.26249 1.26044 5.18513
H 3.94124 -1.19179 4.38430
H 2.97364 -2.21577 3.30490
H 2.65703 -2.21417 5.04702
H 0.71088 1.52570 3.27759
H -0.93858 0.19984 3.32868
H -1.32804 -2.12592 4.48195
H -3.48510 -2.75862 5.46901
H -5.54478 -2.73519 4.09249
H -5.42027 -2.01721 1.73066
H -3.26121 -1.35464 0.75468
H 1.89131 -1.69050 1.41993
H 3.11862 -3.71072 0.78235
H 1.98117 -5.91383 0.78974
H -0.39889 -6.05123 1.46034
H -1.63840 -4.02262 2.04571
H 3.37316 3.08510 0.50264
H 5.13421 2.40944 -1.04575
H 5.02724 0.21733 -2.19411
H 3.09166 -1.28095 -1.77369
H 1.33240 -0.60310 -0.23830
H 2.58839 2.67714 3.25398
H 2.87040 5.01689 3.94470
H 1.68296 6.82417 2.73573
H 0.20320 6.25665 0.83557
H -0.08991 3.91014 0.14872
C -3.62551 -5.41621 -0.35357
C -2.80839 -4.89236 -1.54955
C -3.04809 -3.44775 -1.74563
N -2.14646 -2.52500 -1.41013
N -2.56218 -1.30849 -1.55065
C -3.83472 -1.22890 -2.04880
N -4.39329 -0.07872 -2.28197
S -4.54147 -2.78790 -2.31138
H -3.38053 -6.46274 -0.18495
H -4.69683 -5.34360 -0.54249
H -3.38885 -4.85325 0.54870
H -3.07193 -5.44092 -2.45625
H -1.73960 -5.00484 -1.36508
H -3.85570 0.77495 -2.11212
H -5.33285 0.00288 -2.64294
F -2.95886 0.90625 -0.03118
As -1.93934 3.60896 -2.56230
F -2.12821 3.19739 -0.90375
F -3.63280 3.39376 -2.76462
F -1.97604 5.27656 -2.32060
F -1.74031 3.68728 -4.25387
F -0.25052 3.43775 -2.35349
C 3.08690 3.15537 -6.97179
C 2.09285 2.49737 -6.05923
C 0.84294 2.10648 -6.54537
C -0.08755 1.51632 -5.71539
C 0.23692 1.32941 -4.37807
C 1.46941 1.70114 -3.86235
C 2.39028 2.28200 -4.71475
S -0.93911 0.56234 -3.34776
O -0.19774 0.15528 -2.11680
O -1.60420 -0.49804 -4.04313
O -1.97416 1.53366 -2.80961
H 3.07339 2.69789 -7.96038
H 4.09674 3.08864 -6.57120
H 2.84592 4.21300 -7.09621
H 0.60117 2.26842 -7.58806
H -1.05416 1.21028 -6.09291
H 1.70419 1.54364 -2.81802
H 3.35646 2.57578 -4.32433
```

No. 2
This record from the Open Molecules 2025 dataset describes a single C6H7N molecule in a non-equilibrium geometry. The level of theory is ωB97M-V/def2-TZVPD.

Results
Charge: 0
Lowest unoccupied orbital energy, eV: 0.79
Largest force on an atom, hartree/bohr: 0.092
SMILES: C=C=C(C)CC#N

Structure (XYZ):
```
14
C6H7N (ωB97M-V/def2-TZVPD)
C -0.03380 2.43027 0.07789
C -0.22168 1.12338 0.12694
C -0.32676 -0.15380 0.09266
C -1.47602 -0.91720 -0.40360
C 0.82299 -1.09592 0.48834
C 2.06456 -0.45246 0.17643
N 3.02383 -0.11915 -0.35944
H 0.27146 3.00869 -0.78890
H -0.16514 3.00131 0.86781
H -1.25661 -1.26954 -1.40401
H -2.39608 -0.42110 -0.67309
H -1.82472 -1.66362 0.34939
H 0.64370 -1.92172 -0.09848
H 0.87426 -1.54912 1.54807
```

No. 3
This record from the Open Molecules 2025 dataset describes 2 unconnected molecules or ions with the total composition C31H30N2O in a non-equilibrium geometry. The level of theory is ωB97M-V/def2-TZVPD.

Results
Charge: 0
Lowest unoccupied orbital energy, eV: -1.06
Largest force on an atom, hartree/bohr: 0.057
SMILES: O=C1C(c2ccccc2)=CC(=Cc2ccccc2)C=C1c1ccccc1.C=C1N(C)CCN1C

Structure (XYZ):
```
64
C31H30N2O (ωB97M-V/def2-TZVPD)
O 2.21820 0.93121 -3.10278
C 1.35243 0.43286 -2.36477
C 0.16587 1.19679 -1.90867
C 0.05327 2.59976 -2.32422
C -0.35626 3.57845 -1.39395
C -0.48796 4.91291 -1.78431
C -0.24308 5.28261 -3.11530
C 0.16098 4.31584 -4.04736
C 0.31786 2.98978 -3.64956
C -0.78658 0.60049 -1.12706
C -0.70782 -0.77179 -0.73094
C -1.79247 -1.38790 -0.08638
C -1.76899 -2.73757 0.38238
C -0.64462 -3.26108 1.08240
C -0.62271 -4.58236 1.51986
C -1.71890 -5.41981 1.26910
C -2.84118 -4.92298 0.58316
C -2.87925 -3.60104 0.16223
C 0.47887 -1.48740 -1.08809
C 1.47502 -0.94549 -1.85158
C 2.66394 -1.74059 -2.18536
C 3.27522 -2.52784 -1.18581
C 4.38816 -3.31346 -1.48733
C 4.88247 -3.35371 -2.79917
C 4.27180 -2.58596 -3.80167
C 3.17841 -1.77809 -3.49281
H -0.53040 3.27544 -0.35720
H -0.78467 5.66207 -1.04642
H -0.36403 6.32130 -3.42728
H 0.35893 4.58330 -5.08659
H 0.65466 2.23932 -4.36341
H -1.67930 1.16420 -0.84312
H -2.73940 -0.84660 -0.07426
H 0.20170 -2.60164 1.29288
H 0.25651 -4.95578 2.05118
H -1.70058 -6.45574 1.61107
H -3.69180 -5.57813 0.38245
H -3.73502 -3.19961 -0.38551
H 0.56992 -2.53779 -0.81120
H 2.87798 -2.48342 -0.16686
H 4.86443 -3.89417 -0.69441
H 5.74202 -3.98115 -3.04022
H 4.64250 -2.60754 -4.82763
H 2.70639 -1.16601 -4.26074
C -1.08188 -0.34672 3.13691
C -1.08335 1.03879 3.12722
N -2.18243 1.85138 3.09731
C -3.53137 1.39040 2.98406
C -1.84443 3.24690 3.05102
C -0.32679 3.24866 3.18034
N 0.01587 1.85425 3.11912
C 1.36316 1.39856 3.26693
H -0.12894 -0.84970 3.22438
H -2.03290 -0.85810 3.13761
H -3.65895 0.45181 3.53053
H -4.20374 2.14644 3.40614
H -3.83140 1.21909 1.93775
H -2.16249 3.70384 2.10335
H -2.32454 3.79380 3.87162
H 0.15251 3.80668 2.36635
H -0.01256 3.69682 4.13325
H 1.50895 0.45872 2.72603
H 2.04127 2.15501 2.85618
H 1.64151 1.23172 4.31916
```

No. 4
This record from the Open Molecules 2025 dataset describes 12 unconnected molecules or ions with the total composition C4H31NO12 in a non-equilibrium geometry. The level of theory is ωB97M-V/def2-TZVPD.

Results
Charge: 0
Lowest unoccupied orbital energy, eV: 0.00
Largest force on an atom, hartree/bohr: 0.062
SMILES: CN[C@@H](C)C=O.O.O.O.O.O.O.O.O.O.O.O

Structure (XYZ):
```
48
C4H31NO12 (ωB97M-V/def2-TZVPD)
C 0.33623 -0.95743 -0.69150
N 1.40786 -1.72733 -1.31400
C 2.48488 -2.29627 -0.43690
C 2.82835 -1.54754 0.80237
C 1.73614 -3.55695 0.04340
O 1.17511 -3.62229 1.10146
H 0.53135 0.01801 -0.41033
H -0.44945 -0.80770 -1.40341
H -0.06457 -1.42584 0.19461
H 1.84912 -1.19594 -2.01901
H 3.37335 -2.46298 -1.01125
H 3.24618 -2.19468 1.55653
H 3.61735 -0.87157 0.49588
H 2.13453 -0.82888 1.11691
H 1.61335 -4.34687 -0.74052
O -0.63075 3.35661 1.94406
H -1.00582 3.24348 1.04445
H 0.02754 4.05843 1.78547
O -0.88777 -2.39549 2.57021
H 0.01501 -2.29942 2.16170
H -1.08518 -3.27594 2.85899
O -0.29660 2.39434 -1.06142
H 0.60257 2.06481 -0.95000
H -0.81215 1.57799 -0.80399
O 1.21199 1.55214 2.48648
H 1.00295 0.73701 2.92918
H 0.50516 2.19583 2.80671
O -4.34841 1.92411 -0.52802
H -3.60371 1.50519 0.03819
H -4.07202 2.80924 -0.23360
O 2.83828 0.50628 -2.47884
H 2.61348 1.11168 -3.13391
H 3.26609 0.85661 -1.69955
O -2.78326 0.53376 1.09244
H -3.38692 0.57925 1.87140
H -2.63358 -0.42899 1.22949
O -2.56115 -2.15597 0.59653
H -1.69509 -2.63072 0.36156
H -2.61728 -2.12337 1.55517
O -0.93988 1.78745 -3.63920
H -1.86263 1.77359 -3.51672
H -0.63108 1.89753 -2.77522
O -2.39480 0.50762 -1.79342
H -2.69383 -0.27441 -1.29280
H -3.10779 1.17751 -1.69331
O 2.12478 1.85693 -0.10214
H 2.20970 1.02042 0.39225
H 1.81241 2.38077 0.69364
```

No. 5
This record from the Open Molecules 2025 dataset describes 15 unconnected molecules or ions with the total composition C49H76F6N3O25S2 in a non-equilibrium geometry. The level of theory is ωB97M-V/def2-TZVPD.

Results
Charge: -1
Lowest unoccupied orbital energy, eV: 1.40
Largest force on an atom, hartree/bohr: 0.192

Structure (XYZ):
```
161
C49H76F6N3O25S2 (ωB97M-V/def2-TZVPD)
C -0.33991 -2.97425 -1.16762
F -0.61533 -3.71756 -2.31568
F -1.45050 -2.87668 -0.43603
F 0.62428 -3.55715 -0.45467
S 0.30209 -1.20276 -1.75897
O 1.51377 -1.46090 -2.55359
O -0.83700 -0.77475 -2.59138
N 0.47016 -0.41895 -0.28460
S 0.77247 0.96807 -0.85231
O 1.88002 1.15007 -1.87397
O -0.45170 1.77979 -1.12175
C 1.47874 1.95022 0.73698
F 2.53350 1.32268 1.16885
F 1.87939 3.20423 0.38427
F 0.51266 2.09072 1.62989
O 4.26816 6.49995 4.15867
C 3.21330 5.86972 4.26290
O 2.39245 6.19987 5.17975
C 1.20198 5.44816 5.24356
C 1.28138 4.77647 3.84375
C 2.67587 4.74074 3.48313
H 0.32545 6.07157 5.42005
H 1.22256 4.64048 5.97522
H 0.80741 5.38908 3.07683
H 0.80357 3.80069 3.93124
H 2.81163 4.94446 2.42098
H 3.16541 3.79532 3.71687
O -3.29375 -4.47162 -3.98558
C -4.14744 -3.62052 -3.57063
O -5.34489 -4.04243 -3.05067
C -6.05509 -2.92372 -2.58893
C -5.08813 -1.71942 -2.56214
C -4.10932 -2.06043 -3.65233
H -6.47036 -3.23377 -1.63001
H -6.88730 -2.74384 -3.26949
H -4.59202 -1.45322 -1.62881
H -5.74145 -0.87368 -2.77660
H -3.06899 -1.79277 -3.46745
H -4.38716 -1.58187 -4.59142
O 3.63268 -7.05772 -4.49879
C 3.56532 -5.94399 -4.00908
O 2.88101 -4.92084 -4.56780
C 2.77733 -3.76069 -3.74266
C 3.95244 -3.99121 -2.80192
C 4.08286 -5.52635 -2.66206
H 1.85806 -3.76455 -3.15698
H 3.00249 -2.88082 -4.34535
H 3.86401 -3.47017 -1.84862
H 4.83845 -3.60890 -3.30880
H 3.36399 -5.87873 -1.92235
H 5.12099 -5.81735 -2.50177
O -1.85809 -2.97473 -8.92772
C -1.21605 -2.96828 -7.87193
O 0.11245 -3.19710 -7.85807
C 0.67676 -3.04216 -6.54676
C -0.53481 -3.13130 -5.67506
C -1.69859 -2.61367 -6.49357
H 1.23085 -2.11841 -6.38010
H 1.35441 -3.89592 -6.54660
H -0.47228 -2.51019 -4.78152
H -0.71058 -4.19748 -5.53199
H -1.73398 -1.53251 -6.35967
H -2.64553 -3.11595 -6.29575
O 6.03751 -0.11737 2.56073
C 6.15095 1.08442 2.34045
O 6.96200 1.54464 1.37886
C 6.91212 2.96973 1.25355
C 5.58136 3.32428 1.96647
C 5.41562 2.21882 2.96849
H 6.92985 3.30805 0.21753
H 7.73866 3.43510 1.79054
H 4.78302 3.28573 1.22535
H 5.56697 4.33284 2.37963
H 4.40647 1.97366 3.29956
H 5.93656 2.49686 3.88469
O 2.17131 1.77332 4.78577
C 1.31853 0.90047 4.90517
O 0.42154 0.92522 5.87482
C -0.33614 -0.22339 5.92112
C 0.51083 -1.26363 5.18262
C 1.19936 -0.39360 4.13908
H -1.25023 0.05781 5.39819
H -0.62305 -0.58205 6.90962
H -0.08739 -2.05101 4.72407
H 1.26690 -1.70975 5.82872
H 0.53528 -0.17382 3.30314
H 2.19689 -0.65810 3.78827
O -0.32943 4.96859 -3.52664
C -0.60273 5.48124 -2.45398
O -0.57465 6.85181 -2.27895
C -1.32137 7.20071 -1.10593
C -1.97129 5.89727 -0.55136
C -1.16658 4.78372 -1.26234
H -2.07619 7.93170 -1.39576
H -0.62081 7.54215 -0.34387
H -3.03956 5.87039 -0.76626
H -1.85632 5.75349 0.52298
H -1.74728 3.90359 -1.53851
H -0.27569 4.53601 -0.68523
O -1.77583 4.78592 6.25736
C -2.33933 4.32296 5.24004
O -2.73557 5.16405 4.23048
C -3.19419 4.43512 3.10796
C -2.76159 2.98523 3.36279
C -2.62052 2.85870 4.87826
H -2.75990 4.71752 2.14893
H -4.26269 4.60775 2.97915
H -1.82385 2.78072 2.84614
H -3.51608 2.34416 2.90683
H -1.76944 2.21986 5.11418
H -3.56107 2.54598 5.33177
O -2.79759 -6.02586 2.81278
C -3.50800 -5.58675 1.92139
O -3.12262 -5.61734 0.69596
C -4.05196 -4.96426 -0.20555
C -4.97954 -4.24917 0.76033
C -4.79995 -4.90359 2.09046
H -4.45916 -5.79314 -0.78455
H -3.57447 -4.23093 -0.85542
H -5.97223 -4.19768 0.31309
H -4.60316 -3.23157 0.86487
H -5.62803 -5.54601 2.38991
H -4.79783 -4.13554 2.86389
C 0.69460 -4.96794 2.56087
O 0.80284 -3.88510 3.42009
H 0.78566 -5.91679 3.08955
H -0.22193 -4.94276 1.97143
H 1.47361 -4.92666 1.79960
H 1.02462 -3.17478 2.81357
C 3.17820 -2.04723 0.86427
O 1.87440 -1.97655 1.43155
H 3.76630 -1.13027 0.82656
H 3.78384 -2.80930 1.35474
H 3.07522 -2.35661 -0.17582
H 1.30002 -1.48757 0.83776
C -2.72020 -0.28434 0.72285
O -1.60455 -0.78133 1.42450
H -3.43850 -1.08782 0.55990
H -3.23233 0.52813 1.23832
H -2.25414 0.08930 -0.18890
H -0.82387 -0.72686 0.86846
N -5.77263 3.45108 -0.87357
C -6.14139 2.61660 -1.84395
C -5.06759 1.80116 -2.17376
C -3.97393 2.09776 -1.29672
C -4.46208 3.19264 -0.59677
H -6.38763 4.15068 -0.48313
H -7.14424 2.58367 -2.24347
H -5.04347 1.03328 -2.93282
H -2.97757 1.68157 -1.27532
H -4.00239 3.75970 0.19918
N 4.46170 0.00036 -2.63534
C 5.42568 0.16369 -1.65679
C 6.67312 -0.15169 -2.21805
C 6.51598 -0.63643 -3.52771
C 5.11491 -0.46715 -3.72443
H 3.47285 0.20488 -2.65662
H 5.09781 0.56468 -0.70910
H 7.61305 -0.15026 -1.68614
H 7.20834 -1.08027 -4.22774
H 4.47716 -0.61894 -4.58270
```

No. 6
This record from the Open Molecules 2025 dataset describes a single C20H19N3O4 molecule in a non-equilibrium geometry. The level of theory is ωB97M-V/def2-TZVPD.

Results
Charge: 0
Lowest unoccupied orbital energy, eV: 0.27
Largest force on an atom, hartree/bohr: 0.358
SMILES: CC(/C=C/c1ccccc1)=N/NC(=O)CNC(=O)c1ccc2c(c1)OCO2

Structure (XYZ):
```
46
C20H19N3O4 (ωB97M-V/def2-TZVPD)
C -3.48309 -3.79041 1.63701
C -3.18341 -2.37758 1.29390
C -1.97662 -2.13440 0.24542
C -0.91040 -1.57473 0.44484
C 0.06647 -1.33688 -0.78303
C -0.35162 -0.74239 -2.03694
C 0.59343 -0.58187 -2.91372
C 1.95213 -0.54675 -2.59782
C 2.39474 -1.03890 -1.36570
C 1.44908 -1.58123 -0.49499
N -3.65563 -1.51403 1.94371
N -3.31812 -0.06705 1.65229
C -3.49193 0.63454 0.39096
O -3.66198 -0.14471 -0.50012
C -2.85562 1.95476 0.50612
N -1.56827 2.00734 0.02385
C -0.69574 1.83948 1.09593
O -1.17926 1.76964 2.36994
C 0.82721 1.55861 0.75743
C 1.64191 1.16472 1.67553
C 2.84359 1.19010 1.64717
C 3.43870 1.31569 0.39970
C 2.55969 2.06442 -0.64718
C 1.36294 2.13906 -0.25450
O 3.40586 2.33784 -1.56189
C 4.56722 1.83049 -1.43938
O 4.78896 1.28005 0.00417
H -4.00128 -4.00832 0.80519
H -2.51892 -4.34664 1.58986
H -4.24967 -3.73918 2.50992
H -2.29641 -2.42158 -0.79952
H -0.37351 -1.42320 1.48269
H -1.40892 -0.76508 -1.95818
H 0.44450 -0.29434 -3.90962
H 2.71690 -0.47269 -3.42786
H 3.53159 -1.36447 -0.98691
H 1.67671 -1.64929 0.42331
H -3.02739 0.38181 2.31448
H -3.54531 2.32520 -0.53527
H -3.26681 2.58360 1.34727
H -1.26767 1.71147 -1.07246
H 1.25771 0.74919 2.86415
H 3.62185 0.44658 2.35407
H 0.61519 2.71642 -0.97051
H 5.34775 2.85731 -1.47888
H 5.18345 1.05741 -2.04446
```

No. 7
This record from the Open Molecules 2025 dataset describes 3 unconnected molecules or ions with the total composition C3H14N2O2 in a non-equilibrium geometry. The level of theory is ωB97M-V/def2-TZVPD.

Results
Charge: -1
Lowest unoccupied orbital energy (spin up / spin down), eV: 3.72 / 3.56
Largest force on an atom, hartree/bohr: 0.023
Multiplicity: 2

Structure (XYZ):
```
21
C3H14N2O2 (ωB97M-V/def2-TZVPD)
N -1.41035 -0.11040 0.78812
C -0.18272 0.18185 -0.00072
C -0.30151 1.57300 -0.57042
C 1.11776 0.07706 0.79974
N 1.51937 -1.30633 1.07432
H -1.35719 -1.05864 1.17370
H -1.30775 0.45107 1.63901
H -0.08970 -0.59572 -0.76608
H 0.42617 1.69864 -1.38777
H -1.27291 1.77592 -1.01046
H 0.00428 2.29228 0.19367
H 0.89388 0.57332 1.75751
H 1.91276 0.56295 0.23584
H 0.67991 -1.89206 1.10308
H 1.90728 -1.42379 2.01540
H -4.66672 0.71728 -0.73168
H -3.85474 0.57908 -1.96950
O -4.76105 0.61037 -1.67293
H 3.15794 -1.60045 -0.22153
H 4.22283 -1.33027 -1.27660
O 3.36247 -1.77518 -1.17267
```